16
Properties=species:S:1:pos:R:3:lowdin_charge:R:1 method="wB97M-V/def2-TZVPD" total_energy_ha=-648.82130 largest_force_ev_per_a=2.5 relative_energy_ev=0.867 lumo_ev=0.946 homo_lumo_gap_ev=9.44
H 1.744 -0.480 1.377 0.12
H -0.596 -0.584 -2.121 0.10
C 0.831 0.330 -0.573 -0.51
H -0.524 0.491 1.911 0.11
C -0.452 -0.416 1.292 -0.22
H 1.712 0.282 -1.201 0.12
N 0.486 1.671 -0.397 0.05
H -0.645 -1.204 2.011 0.09
H -1.927 0.524 -0.262 0.11
S 0.703 -2.023 -0.438 0.90
C -0.310 -0.614 -1.077 -0.46
H -2.034 -1.277 0.043 0.09
C 0.919 -0.576 0.664 -0.50
C -1.405 -0.408 0.008 -0.17
H 1.268 2.188 0.025 0.10
H 0.231 2.095 -1.263 0.08

83
Properties=species:S:1:pos:R:3:mulliken_spin:R:1 method="wB97M-V/def2-TZVPD" total_energy_ha=-2691.45536 charge=+1 multiplicity=2 largest_force_ev_per_a=3.0 relative_energy_ev=0.000 lumo_ev="-3.237 / -2.986" homo_lumo_gap_ev="8.26 / 8.52"
H -1.967 -0.982 -3.930 0.00
H -1.319 0.095 -1.789 0.00
H -1.009 3.679 -3.436 0.00
H -2.783 3.963 4.962 0.00
C 0.842 -0.598 5.692 0.01
C -1.519 -0.989 -1.850 0.00
H 0.627 -2.962 -0.319 0.00
O -0.764 -1.563 -0.760 0.00
H -1.553 -4.234 -0.273 0.00
H -1.979 -0.941 6.120 0.00
C -4.884 -0.823 2.678 0.01
Si -3.716 -1.116 1.236 -0.04
H 2.006 -0.159 -6.743 0.00
N -1.956 1.265 3.305 -0.01
H 4.273 0.737 -2.776 0.00
H -4.840 -1.649 3.400 0.00
C 4.703 -0.476 1.048 0.00
H 1.304 3.475 -4.270 0.00
C -0.770 2.931 -4.192 0.00
C 2.640 0.723 -6.614 0.00
H -4.030 -3.032 -0.297 0.00
H -3.159 1.347 1.368 0.00
H 0.939 2.195 -3.082 0.00
H 5.055 3.085 -0.799 0.00
H -1.400 2.053 -4.034 0.00
C 4.616 0.056 -1.984 0.00
H -2.586 -1.164 -1.608 0.00
H -1.390 -2.555 -3.399 0.00
C -1.248 -1.478 -3.270 0.00
H 3.032 -0.336 5.546 0.00
H -2.311 3.169 2.395 0.00
H 5.370 -1.242 0.631 0.00
C -3.248 0.594 0.573 0.01
H -0.413 -4.871 -1.473 0.00
C -4.582 -2.104 -0.097 -0.01
C 2.458 1.236 -0.212 0.00
C 0.700 2.567 -4.095 0.00
H -2.314 0.613 -0.006 0.00
C 2.399 1.366 -5.259 0.00
H 5.223 0.025 1.876 0.00
H 2.949 2.322 -5.215 0.00
H 2.521 -0.445 2.854 0.00
N -2.036 0.819 4.620 0.00
C -2.206 -2.070 1.755 -0.06
C -2.519 2.979 4.625 0.00
H -4.065 0.894 -0.098 0.00
H -1.489 -2.350 0.956 0.02
H 3.814 -0.980 1.450 0.00
H -1.801 -3.930 -2.014 0.00
H 2.407 1.438 -7.411 0.00
H 3.690 0.433 -6.708 0.00
C -0.118 -2.820 -1.117 0.00
Ti -1.258 -0.503 2.647 0.99
H -0.995 3.352 -5.176 0.00
H 0.590 -0.626 6.742 0.00
H 5.076 2.795 0.962 0.00
H -2.481 1.702 6.484 0.00
O 1.003 1.569 -5.059 0.00
Si 4.269 0.781 -0.287 0.00
H -5.587 -2.368 0.259 0.00
H 2.351 2.261 0.066 0.00
H -5.905 -0.761 2.274 0.00
H 0.383 -2.702 -2.101 0.00
H -0.253 -1.196 -3.630 0.00
H 1.940 0.609 0.528 0.01
C -1.048 -4.020 -1.220 0.00
C 2.084 -0.465 5.055 -0.01
C 1.833 -0.512 3.685 0.00
H 1.954 1.055 -1.172 0.00
H 5.692 -0.116 -2.125 0.00
H -4.673 -1.535 -1.030 0.00
N -0.105 -0.711 4.755 0.03
B -1.660 -0.658 5.002 -0.01
H 2.794 0.714 -4.459 0.00
H -4.674 0.111 3.218 0.00
H 6.371 2.120 -0.067 0.00
C 5.293 2.343 -0.020 0.00
C -2.267 2.600 3.310 0.01
H 4.092 -0.902 -2.116 0.00
H -2.351 -2.902 2.455 0.02
H -2.176 -1.397 4.164 0.00
C -2.374 1.836 5.416 0.00
N 0.491 -0.663 3.481 0.04

47
Properties=species:S:1:pos:R:3:mulliken_spin:R:1 method="wB97M-V/def2-TZVPD" total_energy_ha=-3805.58865 charge=-1 multiplicity=2 largest_force_ev_per_a=4.0 lumo_ev="1.634 / 1.634" homo_lumo_gap_ev="4.97 / 6.08"
H -11.467 -9.459 2.849 0.00
H -12.037 -6.177 5.360 0.00
H -10.011 -6.889 3.414 0.00
O -16.711 -6.993 4.290 -0.06
H -13.327 -3.028 2.247 0.00
H -11.532 -9.348 4.974 0.00
H -10.188 -10.259 2.717 0.00
O -15.827 -9.456 4.796 -0.02
O -15.399 -5.984 1.575 0.00
H -10.364 -3.535 3.933 0.00
O -13.500 -3.949 2.049 0.00
O -15.272 -9.153 1.798 0.00
H -14.112 -5.621 5.854 0.00
V -15.609 -7.909 5.148 1.11
O -11.139 -10.333 2.637 0.00
O -14.651 -7.340 -0.706 0.00
H -15.084 -10.044 2.092 0.00
H -10.995 -10.762 5.038 0.00
H -12.055 -4.758 -0.882 0.00
H -12.415 -8.577 0.797 0.00
O -11.053 -3.837 4.524 0.00
H -14.063 -8.000 -0.338 0.00
H -9.050 -5.772 3.762 0.00
H -13.131 -4.427 2.791 0.00
H -14.649 -7.513 -1.647 0.00
O -14.692 -4.598 -0.416 0.00
H -15.204 -5.473 6.893 0.00
V -14.123 -5.593 0.704 0.00
H -12.082 -10.052 0.875 0.00
H -13.189 -7.921 6.517 0.00
H -11.300 -5.730 -0.001 0.00
O -11.588 -10.156 5.483 0.00
O -9.119 -6.581 3.254 0.00
O -12.417 -5.879 3.548 0.00
O -12.174 -5.537 -0.337 0.00
S -12.776 -7.217 3.153 0.01
H -10.974 -6.092 6.434 0.00
O -15.001 -5.908 6.065 0.01
O -11.689 -8.067 3.572 0.00
O -13.848 -8.602 6.380 0.01
H -14.784 -8.593 2.402 0.00
O -14.039 -7.699 3.725 -0.05
O -11.922 -6.092 6.306 0.00
O -12.948 -7.156 1.718 0.00
H -13.484 -9.378 6.806 0.00
O -12.312 -9.360 0.255 0.00
H -11.508 -4.522 4.034 0.00

9
Properties=species:S:1:pos:R:3:lowdin_charge:R:1 method="wB97M-V/def2-TZVPD" total_energy_ha=-416.67448 largest_force_ev_per_a=4.2 relative_energy_ev=2.248 lumo_ev=-0.338 homo_lumo_gap_ev=9.87
H -0.712 -0.272 1.033 0.15
N 1.014 1.575 0.016 -0.01
O -1.357 -0.603 -0.781 0.00
N -0.188 1.392 -0.076 0.07
C 1.001 -0.516 0.123 -0.33
N 1.815 0.446 0.086 0.13
C -0.455 -0.027 0.035 -0.40
F 1.239 -1.774 0.224 0.18
H -2.358 -0.222 -0.660 0.21

71
Properties=species:S:1:pos:R:3:lowdin_charge:R:1 method="wB97M-V/def2-TZVPD" total_energy_ha=-3645.55495 charge=+2 largest_force_ev_per_a=1.8 relative_energy_ev=6.924 lumo_ev="-6.298 / -6.730" homo_lumo_gap_ev="6.91 / 6.38"
C -4.561 -0.364 1.950 0.05
S -0.026 -1.661 3.316 0.74
C 4.462 1.501 3.234 0.02
O 3.766 -1.122 0.184 0.18
O 1.591 -1.696 0.355 -0.11
H -0.753 -0.085 -4.979 0.12
C 0.852 -4.710 3.833 0.01
H -2.093 2.138 -0.252 0.13
C 3.768 -2.685 3.213 0.01
Sc 0.382 -0.458 1.073 0.97
C -1.073 -0.702 -3.076 -0.08
N -1.626 2.534 -6.534 0.21
C -3.930 -1.471 1.404 0.00
H -3.017 3.653 -1.996 0.16
H 3.690 3.347 2.417 0.13
H 1.059 -5.150 4.805 0.11
H -5.614 -0.386 2.199 0.15
C -2.462 0.366 -1.459 -0.21
C -0.601 2.082 -1.911 -0.06
C -1.217 2.703 -3.102 -0.12
C 2.125 0.113 -1.028 -0.12
N -4.819 2.934 3.209 0.21
H -4.384 -0.715 -1.629 0.12
C 3.193 -3.863 3.473 0.02
C -4.211 0.893 -3.001 0.02
C 1.544 -2.357 3.345 -0.64
C -2.468 0.783 1.843 -0.08
H 4.795 -2.447 3.002 0.14
C -3.811 0.785 2.180 -0.17
C 4.182 0.166 3.448 0.05
C 2.349 1.705 2.194 -0.09
C -1.849 1.594 -4.107 -0.25
C -3.810 0.147 -1.972 -0.03
H -0.145 -4.287 3.838 0.06
C -2.590 -1.390 1.098 -0.15
H 0.925 -5.477 3.066 0.11
H -5.158 0.732 -3.503 0.13
N 1.823 -3.649 3.559 -0.09
C 3.841 0.034 -2.915 -0.47
O 4.569 0.848 -3.680 0.16
N 2.073 0.395 2.368 0.03
N -1.543 -0.691 -1.723 0.02
Cl 1.679 2.376 -4.093 0.93
H 4.252 1.759 -3.691 0.10
C 2.622 -0.983 -0.122 -0.52
O 4.110 -1.119 -2.771 0.18
C 2.639 0.603 -2.217 -0.04
H 1.576 2.298 1.722 0.12
H -1.870 1.671 2.015 0.14
H -0.794 3.573 -3.592 0.14
C -2.569 2.734 -2.360 -0.10
N 2.744 -1.738 3.153 0.02
N -1.863 -0.275 1.297 -0.08
H 5.396 1.924 3.580 0.14
C -4.386 1.972 2.751 -0.15
C 2.990 -0.354 2.980 -0.24
C -1.955 1.776 -1.273 -0.10
H -1.984 -1.588 -1.556 0.12
C 3.521 2.294 2.592 -0.01
C -3.277 1.964 -3.471 -0.14
C -1.235 0.200 -4.050 0.00
N 0.931 0.671 -0.735 0.05
N 0.630 1.485 -1.776 -0.02
H -2.064 -2.242 0.689 0.12
H -0.505 -1.599 -3.303 0.13
C 1.667 1.463 -2.677 -0.54
H 3.629 -4.841 3.591 0.15
H -3.775 2.651 -4.151 0.16
C -1.742 2.093 -5.478 -0.18
H 4.876 -0.461 3.988 0.13
H -4.472 -2.389 1.222 0.13

15
Properties=species:S:1:pos:R:3:lowdin_charge:R:1 method="wB97M-V/def2-TZVPD" total_energy_ha=-2134.59265 charge=-1 largest_force_ev_per_a=2.6 relative_energy_ev=0.000 lumo_ev=0.824 homo_lumo_gap_ev=4.42
C -1.046 0.394 -0.546 -0.37
H -1.582 -0.342 -1.183 0.10
O 2.600 -1.409 0.329 -0.04
H -1.545 0.303 0.444 0.11
C 1.515 -2.005 0.535 -0.77
O -1.954 3.224 0.387 -0.28
H -1.533 2.420 -0.288 -0.11
H -2.895 3.060 0.485 -0.06
H 0.937 0.586 0.296 0.13
C 0.388 -0.097 -0.369 -0.18
O -1.064 1.664 -1.089 -0.23
Cu 3.515 -3.106 1.112 0.62
O 0.350 -1.405 0.202 0.01
H 0.907 -0.129 -1.339 0.13
O 1.404 -3.158 1.024 -0.04

72
Properties=species:S:1:pos:R:3:lowdin_charge:R:1 method="wB97M-V/def2-TZVPD" total_energy_ha=-4136.05256 charge=+2 largest_force_ev_per_a=2.1 lumo_ev="-8.495 / -8.434" homo_lumo_gap_ev="3.66 / 3.84"
C 4.659 -0.735 -3.693 -0.07
C -1.496 -1.833 0.587 -0.29
H 0.076 -0.297 3.259 0.03
Pd 0.718 -0.203 -0.202 0.65
H 5.260 -1.431 -1.756 0.11
C 1.082 -0.102 3.615 -0.15
C -8.517 -2.939 0.793 0.05
H 0.942 6.717 -0.524 0.11
H -9.131 1.054 1.020 0.11
H -8.024 0.730 2.387 0.11
C -8.994 0.495 1.946 0.00
C 2.703 5.898 0.384 -0.07
P 2.246 -0.208 2.243 0.62
H 0.408 -0.596 -3.260 0.10
C -2.463 -2.501 -1.614 -0.07
C 2.799 0.791 -3.730 -0.14
H 1.425 -2.469 1.943 0.04
C 2.332 -1.940 1.656 -0.16
Ge 1.275 1.783 -1.424 0.95
N -0.477 -1.145 -1.485 -0.01
C -6.414 -1.677 -0.548 0.04
H 2.117 1.421 -4.290 0.09
O -0.600 -1.250 1.222 -0.03
C 2.708 0.734 -2.339 -0.37
H -2.536 -2.611 2.329 0.14
C -2.555 -2.548 1.250 0.07
C 1.067 4.596 -0.799 -0.13
C -3.558 -3.112 0.544 0.03
O 1.899 0.789 1.140 -0.51
C -6.591 -3.088 -0.629 -0.24
H 3.180 -2.438 2.128 0.07
H 5.413 -1.306 -4.218 0.11
H 2.453 -1.990 0.573 0.04
C 1.516 5.821 -0.329 -0.08
C 4.570 -0.807 -2.310 -0.08
H -4.357 -3.627 1.062 0.13
C -2.346 -2.535 -3.010 0.04
N -5.731 -3.864 -1.299 0.16
C 3.002 3.524 0.161 -0.12
H 1.130 0.909 4.020 0.07
C -7.247 -0.922 0.220 0.03
C 3.603 -0.074 -1.636 -0.15
C 1.816 3.444 -0.568 -0.36
H 3.052 6.854 0.751 0.11
H 0.142 4.536 -1.360 0.09
H 4.378 4.815 1.174 0.11
H 3.876 0.167 -5.475 0.11
H 3.592 -0.081 -0.554 0.06
H -5.626 -1.203 -1.119 0.13
C 3.885 0.187 2.877 -0.15
H -9.334 -3.384 1.345 0.14
H 1.348 -0.820 4.392 0.07
C -1.482 -1.824 -0.880 -0.11
C -8.302 -1.544 0.932 -0.23
H -9.781 0.754 2.645 0.11
C 3.787 0.079 -4.400 -0.08
H -7.862 -4.759 -0.094 0.14
H -1.170 -1.875 -4.676 0.13
H 4.632 0.025 2.101 0.06
H 4.118 -0.435 3.741 0.07
H 3.579 2.629 0.353 0.09
C -7.710 -3.693 0.002 0.05
H 3.902 1.237 3.172 0.07
H -3.065 -3.096 -3.593 0.13
C -1.302 -1.868 -3.604 0.02
N -4.554 -3.634 -1.584 0.15
O -9.126 -0.915 1.721 0.01
C 3.447 4.750 0.626 -0.07
H 0.210 2.111 -2.505 -0.03
H -7.094 0.146 0.273 0.12
C -3.578 -3.071 -0.890 -0.16
C -0.401 -1.160 -2.809 -0.06

58
Properties=species:S:1:pos:R:3:lowdin_charge:R:1 method="wB97M-V/def2-TZVPD" total_energy_ha=-1752.25392 largest_force_ev_per_a=1.3 relative_energy_ev=2.037 lumo_ev=0.467 homo_lumo_gap_ev=8.72
H -1.744 -2.275 1.197 0.13
H -1.842 -0.598 -1.368 0.13
C 4.659 2.374 0.082 -0.04
H -3.260 0.891 2.189 0.12
C -2.505 0.227 1.771 -0.13
C 7.353 -2.278 0.308 -0.23
H -1.954 -0.259 2.583 0.13
H 4.441 3.331 0.534 0.11
N -5.142 0.422 0.921 0.12
H -10.396 -1.303 -1.218 0.08
C -10.044 -0.316 -1.512 -0.03
H 6.670 2.313 0.823 0.12
H -0.609 -1.786 -0.953 0.13
H 7.582 -1.281 -1.615 0.12
H -2.877 -2.504 -0.150 0.08
H 6.262 -2.234 0.344 0.10
C 5.906 1.813 0.249 0.00
H 1.447 1.435 0.877 0.15
C 6.215 0.578 -0.326 -0.27
C -6.649 -0.685 -0.421 -0.58
H 3.244 -0.012 -1.824 0.12
C -7.361 1.362 0.669 -0.42
C 0.362 0.803 -0.741 -0.48
C -0.542 0.029 0.220 -0.24
H 7.664 -1.223 2.160 0.07
H 7.641 -3.225 -0.151 0.11
H 2.278 3.340 -0.476 0.12
O 0.205 0.804 -1.943 0.07
C 2.306 2.308 -0.837 -0.13
C 7.909 -2.189 1.723 -0.10
H 8.971 -1.114 -0.522 0.13
C -1.541 0.997 0.868 -0.11
H -10.801 0.427 -1.280 0.08
H -2.111 1.503 0.087 0.14
C 3.685 1.727 -0.669 -0.22
H 2.001 2.285 -1.887 0.13
H 0.075 -0.431 1.000 0.15
C -8.765 -0.013 -0.805 -0.34
C -1.307 -1.059 -0.536 -0.12
N -7.769 -0.913 -1.015 0.09
N -6.381 0.368 0.391 -0.03
O 7.482 0.137 -0.107 -0.05
H 8.991 -2.297 1.715 0.07
C -8.595 1.079 -0.007 0.05
H -9.394 1.785 0.152 0.12
C -4.415 -0.573 0.559 -0.55
C 3.994 0.500 -1.238 -0.03
H -9.869 -0.338 -2.586 0.08
C 7.879 -1.138 -0.569 -0.21
O -7.102 2.292 1.398 0.07
H -1.020 1.755 1.454 0.12
C -2.291 -1.764 0.397 -0.17
N -3.181 -0.809 1.015 -0.12
C 5.240 -0.077 -1.073 -0.01
S -5.242 -1.712 -0.549 1.13
H 5.438 -1.029 -1.539 0.11
N 1.321 1.521 -0.119 0.08
H 7.487 -2.971 2.349 0.07